13
Properties=species:S:1:pos:R:3 method="wB97M-V/def2-TZVPD" smiles="CCCC=O" multiplicity=1 e_above_lowest_kcal_mol=6.1
C -1.784 0.089 0.237
C -0.467 -0.103 -0.508
C 0.760 0.078 0.379
C 2.055 -0.090 -0.378
O 2.125 -0.498 -1.513
H -1.849 1.088 0.686
H -1.902 -0.646 1.042
H -2.634 -0.025 -0.444
H -0.429 -1.099 -0.962
H -0.400 0.606 -1.342
H 0.768 1.062 0.870
H 0.770 -0.654 1.202
H 2.979 0.183 0.175

---

38
Properties=species:S:1:pos:R:3 method="wB97M-V/def2-TZVPD" smiles="CC(C)C[C@H](N)C(=O)N[C@@H](CCC(=O)O)C(=O)O" multiplicity=1 e_above_lowest_kcal_mol=185.6
C -0.825 0.364 0.693
C -0.155 -0.967 0.749
C -1.949 0.423 1.999
C -2.468 1.885 2.115
C -3.386 2.132 3.380
C -1.527 3.081 2.006
C 0.838 -0.726 -1.678
C 0.114 -1.035 -2.943
C 2.419 -0.827 -1.778
C 3.172 -2.143 -1.915
C 4.662 -1.889 -1.858
H -1.542 1.542 -0.611
H -2.591 -0.038 -0.512
H -0.048 1.394 0.796
H -1.381 0.062 2.863
H -2.815 -0.381 1.841
H -2.994 2.187 1.171
H -3.555 3.213 3.481
H -2.840 1.627 4.451
H -4.118 1.350 3.298
H -0.501 2.696 1.278
H -2.291 3.911 1.560
H -1.103 3.415 3.165
H 0.585 -2.370 -0.624
H 0.426 0.366 -1.376
H 2.855 -0.212 -2.615
H 2.726 -0.281 -0.889
H 2.931 -2.899 -2.677
H 3.099 -2.668 -0.999
H 4.911 -3.889 -2.285
H -1.368 -0.356 -2.131
N -1.573 0.402 -0.657
N 0.478 -1.355 -0.450
O -0.453 -1.792 1.530
O 0.818 -1.807 -3.744
O 5.122 -0.722 -1.702
O 5.371 -2.987 -1.974
O -1.043 -0.710 -2.959

---

22
Properties=species:S:1:pos:R:3 method="wB97M-V/def2-TZVPD" charge=+1 multiplicity=1 e_above_lowest_kcal_mol=10.7
K -16.095 18.137 -7.123
O -14.135 16.403 -7.407
H -13.592 16.098 -6.636
H -14.726 15.658 -7.575
O -16.284 20.830 -7.892
H -15.336 20.885 -7.870
H -16.491 21.160 -8.770
O -18.003 16.243 -6.410
H -18.899 16.583 -6.286
H -18.047 15.493 -7.018
O -18.070 18.889 -5.401
H -17.902 18.960 -4.448
H -18.909 18.410 -5.407
O -16.525 16.379 -9.281
H -17.254 16.570 -9.911
H -15.712 16.395 -9.728
O -18.634 18.910 -8.460
H -18.614 19.802 -8.143
H -17.865 18.880 -9.033
O -14.312 18.844 -9.373
H -13.665 19.485 -9.571
H -13.872 18.004 -9.308

---

92
Properties=species:S:1:pos:R:3 method="wB97M-V/def2-TZVPD" charge=-1 multiplicity=1 e_above_lowest_kcal_mol=62.8
La -19.094 0.048 -8.138
Cl -22.259 -1.676 -7.406
C -22.012 -2.477 -5.862
C -23.119 -2.661 -5.058
C -22.957 -3.277 -3.829
C -21.743 -3.863 -3.526
C -20.660 -3.730 -4.376
Cl -19.207 -4.493 -3.818
C -20.759 -3.032 -5.568
S -19.441 -2.858 -6.692
H -24.090 -2.324 -5.371
H -23.808 -3.266 -3.132
H -21.669 -4.452 -2.621
C -19.567 4.733 -8.905
N -19.646 4.044 -10.182
C -19.713 2.723 -10.397
N -19.606 2.318 -11.704
O -19.695 1.854 -9.475
H -18.601 5.274 -8.771
H -19.698 4.080 -8.046
H -20.388 5.461 -8.814
H -19.680 4.598 -11.027
H -19.810 2.982 -12.407
H -19.933 1.380 -11.881
C -18.710 -5.090 -9.784
C -19.168 -4.101 -10.939
C -20.649 -3.637 -10.756
C -19.082 -5.005 -12.205
P -18.079 -2.596 -10.997
N -18.235 -1.599 -9.727
C -18.435 -1.772 -12.591
C -17.773 -0.349 -12.579
C -17.816 -2.448 -13.883
C -19.924 -1.558 -12.801
C -16.210 -3.008 -11.006
C -15.314 -1.775 -11.203
C -15.725 -4.017 -12.089
C -15.803 -3.587 -9.612
H -19.457 -5.928 -9.841
H -18.832 -4.572 -8.840
H -17.719 -5.529 -9.863
H -21.247 -4.440 -10.201
H -21.182 -3.472 -11.748
H -20.786 -2.736 -10.199
H -19.658 -5.927 -12.033
H -18.035 -5.325 -12.350
H -19.457 -4.545 -13.106
H -16.719 -0.295 -12.795
H -17.838 0.245 -11.677
H -18.262 0.204 -13.368
H -16.714 -2.562 -13.858
H -18.186 -1.817 -14.673
H -18.329 -3.413 -14.073
H -20.398 -1.287 -11.867
H -20.437 -2.418 -13.204
H -20.047 -0.790 -13.545
H -15.151 -1.470 -12.258
H -14.265 -2.093 -10.889
H -15.597 -0.852 -10.630
H -15.813 -3.741 -13.179
H -16.035 -5.058 -11.935
H -14.634 -4.062 -11.964
H -16.086 -2.818 -8.840
H -14.690 -3.752 -9.549
H -16.262 -4.574 -9.380
C -14.729 1.989 -9.022
Si -16.105 1.746 -7.649
C -16.576 3.299 -6.696
C -15.232 0.511 -6.443
H -14.664 1.099 -9.739
H -13.742 2.182 -8.561
H -15.036 2.850 -9.623
H -17.099 3.028 -5.822
H -17.163 4.092 -7.240
H -15.617 3.708 -6.340
H -15.992 0.321 -5.672
H -14.341 1.024 -6.006
H -14.998 -0.453 -6.918
Cl -22.031 1.503 -0.081
C -21.286 1.696 -1.645
C -19.918 1.424 -1.829
C -19.382 1.351 -3.118
C -20.208 1.420 -4.253
C -21.574 1.718 -4.081
C -22.087 1.941 -2.772
C -19.794 1.043 -5.615
O -20.662 0.928 -6.550
O -18.532 0.750 -5.857
H -19.291 1.286 -0.935
H -18.289 1.201 -3.212
H -22.237 1.747 -4.976
H -23.093 2.327 -2.599

---

91
Properties=species:S:1:pos:R:3 method="wB97M-V/def2-TZVPD" charge=-1 multiplicity=1
N -15.772 -5.692 -30.531
S -15.460 -4.224 -30.530
O -16.629 -3.271 -30.486
O -14.175 -3.836 -31.146
F -14.968 -4.381 -29.013
S -16.655 -5.401 -31.969
O -15.895 -4.936 -33.114
O -18.049 -5.020 -31.897
F -16.722 -6.959 -32.409
C -13.671 -8.404 -30.729
O -12.955 -9.401 -30.750
N -14.952 -8.488 -30.970
N -13.261 -7.140 -30.720
H -15.332 -7.608 -30.654
H -15.408 -9.389 -31.006
H -12.294 -6.852 -30.668
H -14.079 -6.571 -30.558
C -9.961 -5.637 -30.791
O -10.526 -6.656 -30.977
N -10.559 -4.539 -30.696
N -8.649 -5.572 -30.685
H -10.013 -3.692 -30.633
H -11.543 -4.515 -30.923
H -8.234 -4.765 -30.242
H -8.142 -6.445 -30.657
C -19.094 -4.898 -27.232
O -19.568 -3.889 -26.783
N -19.278 -6.029 -26.557
N -18.249 -4.954 -28.199
H -19.048 -6.910 -26.993
H -19.822 -6.087 -25.708
H -17.953 -5.838 -28.587
H -18.108 -4.118 -28.749
C -15.956 -7.322 -27.243
O -16.453 -8.008 -26.353
N -15.163 -6.351 -26.975
N -16.166 -7.442 -28.531
H -14.940 -6.196 -26.002
H -15.044 -5.675 -27.716
H -16.064 -6.709 -29.218
H -16.879 -8.127 -28.740
C -14.778 -2.196 -35.283
C -16.151 -2.695 -35.644
O -17.052 -1.683 -35.335
S -16.628 -1.032 -33.890
O -17.055 -1.898 -32.783
O -16.882 0.409 -33.803
O -15.019 -1.300 -34.171
H -14.387 -1.587 -36.098
H -14.115 -3.031 -35.058
H -16.422 -3.661 -35.217
H -16.081 -2.747 -36.730
C -22.238 -4.420 -30.756
C -21.030 -5.241 -30.832
C -21.562 -6.542 -30.131
O -22.911 -6.624 -30.402
C -23.387 -5.448 -31.048
H -22.177 -3.543 -31.400
H -22.225 -4.280 -29.675
H -20.181 -4.869 -30.258
H -20.876 -5.372 -31.903
H -21.433 -6.461 -29.051
H -20.944 -7.329 -30.563
H -24.270 -5.050 -30.547
H -23.571 -5.565 -32.116
C -12.547 -3.780 -26.364
C -11.483 -4.075 -27.341
C -11.448 -5.581 -27.228
O -11.542 -5.828 -25.771
C -12.310 -4.791 -25.231
H -13.500 -4.074 -26.802
H -12.361 -2.768 -26.003
H -10.473 -3.836 -27.009
H -11.701 -3.755 -28.360
H -10.553 -6.050 -27.637
H -12.193 -6.153 -27.782
H -11.728 -4.441 -24.380
H -13.262 -5.233 -24.936
C -16.990 1.144 -30.393
C -16.733 2.260 -29.423
C -17.619 1.791 -28.271
O -17.746 0.373 -28.309
C -17.054 -0.085 -29.425
H -16.221 0.808 -31.089
H -17.882 1.132 -31.020
H -16.930 3.261 -29.810
H -15.690 2.205 -29.113
H -18.601 2.261 -28.211
H -16.997 2.160 -27.456
H -17.538 -1.018 -29.715
H -16.033 -0.308 -29.117

---

8
Properties=species:S:1:pos:R:3 method="wB97M-V/def2-TZVPD" smiles="F/N=C/CI" multiplicity=1 e_above_lowest_kcal_mol=62.1
C -0.518 -0.959 0.337
C 0.574 0.111 -0.393
N -1.095 -1.739 -0.434
F -1.995 -2.694 0.029
I 2.535 -0.475 0.064
H -0.729 -1.010 1.468
H 0.299 0.199 -1.390
H 0.284 1.148 -0.131

---

| no. | HOMO energy (eV) | frontier orbital gap (eV) |
| --- | --- | --- |
| 1 | -9.851 | 10.9110 |
| 2 | -9.437 | 9.5997 |
| 3 | -14.870 | 11.7044 |
| 4 | -2.574 | 4.2298 |
| 5 | -6.509 | 8.3920 |
| 6 | -9.989 | 10.1498 |